(1)
52
Properties=species:S:1:pos:R:3:lowdin_charge:R:1 method="wB97M-V/def2-TZVPD" homo_energy_ev=-10.7 e_lumo_ev=-3.35 total_charge=+1 gap_ha=0.271
Sr -1.968 0.392 0.193 1.34
S -1.883 -2.315 0.820 0.49
O 4.098 -4.801 -0.968 -0.02
O 4.534 -2.234 1.207 0.09
N 2.775 -3.318 0.297 0.10
N 0.734 0.388 0.103 -0.01
N -1.850 2.582 1.164 -0.08
N -1.339 0.213 2.437 -0.21
N -2.118 0.314 -2.271 -0.07
N -1.136 -0.930 3.066 -0.02
N -3.566 -1.472 -2.462 0.15
N -1.302 -3.171 3.192 0.09
C -2.765 -0.558 -3.056 -0.38
C -1.867 0.456 -5.037 -0.04
C 3.426 -2.208 0.716 -0.45
C 3.463 0.260 0.588 0.03
C -1.095 2.568 2.276 -0.29
C 3.460 -4.599 0.250 -0.25
C -2.028 3.726 0.518 -0.14
C -0.646 4.918 2.044 -0.03
C 1.336 -0.782 0.297 -0.09
C 2.701 -0.906 0.529 -0.08
C -1.195 1.362 -4.213 -0.06
C 2.842 1.481 0.400 -0.02
C -1.369 1.256 -2.854 -0.16
C -1.438 -2.059 2.458 -0.89
C 1.479 1.489 0.145 -0.14
C -0.903 1.312 2.957 -0.10
C -0.479 3.739 2.742 0.00
C -1.450 4.920 0.911 -0.04
C -2.668 -0.498 -4.462 0.00
H -0.377 1.315 3.912 0.13
H -0.159 5.823 2.369 0.12
H 4.523 0.175 0.779 0.13
H -3.946 -2.207 -3.038 0.11
H -0.879 1.944 -2.173 0.09
H -1.576 -4.061 2.807 0.09
H 0.681 -1.646 0.279 0.06
H -1.075 -3.093 4.170 0.11
H 0.963 2.427 -0.028 0.11
H -2.658 3.679 -0.363 0.12
H 4.157 -4.623 1.094 0.13
H -3.222 -1.206 -5.056 0.12
H 4.905 -4.274 -1.010 0.10
H -1.617 5.819 0.340 0.11
H -3.392 -1.707 -1.494 0.04
H 0.129 3.710 3.631 0.12
H 3.401 2.404 0.433 0.11
H -0.551 2.122 -4.623 0.11
H -1.748 0.502 -6.108 0.12
H 1.939 -3.235 -0.256 0.13
H 2.717 -5.392 0.346 0.13

(2)
49
Properties=species:S:1:pos:R:3:lowdin_charge:R:1 method="wB97M-V/def2-TZVPD" homo_energy_ev=-11.1 e_lumo_ev=-8.60 total_charge=+2 gap_ha=0.091
Sr -7.243 -1.558 1.642 1.78
P -3.696 -0.640 2.095 0.65
P 6.919 -0.615 0.081 0.87
O -4.058 -2.117 1.314 -0.23
O -4.931 0.223 2.445 -0.37
O 1.046 3.361 -1.991 0.08
O 1.835 1.752 2.760 0.08
O -2.959 -1.037 3.600 -0.16
N -6.699 -0.748 -1.906 0.02
C -2.640 0.641 -0.408 -0.12
C -1.453 1.355 -1.154 0.07
C 1.157 2.346 -1.268 -0.26
C 1.638 1.425 1.567 -0.25
C -0.073 1.627 -0.515 0.02
C 7.298 -1.906 -1.278 -0.32
C -3.976 0.411 -1.271 -0.15
C -0.984 0.486 1.761 0.03
C 2.823 1.187 0.501 -0.05
C 6.724 -1.686 1.668 -0.32
C 2.594 1.677 -0.982 -0.05
C 5.286 0.269 -0.253 -0.34
C -6.404 -0.147 -0.546 -0.38
C 5.043 0.812 -1.712 -0.05
C -2.382 0.223 1.077 -0.18
C 4.162 0.494 0.833 0.00
C -5.322 1.032 -0.639 -0.14
C 3.691 1.518 -2.081 0.02
C 0.157 1.154 0.973 0.00
H 7.656 -2.860 -0.732 0.04
H 7.404 -2.613 1.587 0.05
H -1.591 1.702 -2.244 0.13
H -0.783 0.193 2.844 0.11
H -6.073 -1.047 0.114 -0.06
H -3.822 0.893 -2.307 0.13
H 4.333 0.125 1.897 0.10
H 5.827 0.716 -2.549 0.11
H 8.184 -1.593 -1.948 0.05
H -3.167 -2.488 1.066 0.11
H 3.495 1.921 -3.142 0.12
H -7.451 0.193 -0.139 0.11
H -7.613 -1.237 -1.891 0.08
H -6.001 -1.475 -2.134 0.09
H -2.071 -1.406 3.385 0.07
H 5.611 -1.980 1.782 0.04
H 6.392 -2.185 -1.913 0.04
H -5.737 1.782 -1.416 0.15
H -4.052 -0.725 -1.466 0.12
H -5.171 1.628 0.320 0.12
H 7.075 -1.084 2.570 0.04

(3)
50
Properties=species:S:1:pos:R:3:lowdin_charge:R:1 method="wB97M-V/def2-TZVPD" homo_energy_ev=-13.1 e_lumo_ev=-6.60 total_charge=+2 gap_ha=0.237 relative_energy_ev=0.295
Br -3.615 5.057 1.207 0.80
Al 0.713 -1.466 1.218 0.28
O -0.429 -2.164 0.119 -0.03
N -1.979 2.431 -4.017 0.11
N 2.406 -2.567 1.389 -0.03
N -1.607 1.255 -4.126 0.10
N 1.544 -0.280 2.673 0.07
N 0.812 0.096 -0.021 0.09
N 0.035 -2.828 2.616 0.07
C 3.315 -1.926 2.400 -0.12
C 2.048 -3.990 1.758 -0.10
C -2.638 4.972 -1.452 -0.10
C -0.348 0.748 -2.078 -0.08
C -2.295 4.340 -2.637 -0.01
C -2.965 2.217 -1.716 -0.02
C -1.873 -0.872 -3.019 0.02
C 0.546 -4.113 2.021 -0.14
C 1.455 1.265 -0.061 -0.07
C 3.024 -0.441 2.479 -0.15
C 0.409 1.923 -2.106 0.07
C -1.332 0.389 -3.052 -0.23
C -3.336 2.846 -0.541 -0.11
C -2.414 2.963 -2.758 -0.27
C -3.145 4.217 -0.408 -0.69
C 1.299 2.187 -1.084 0.01
C -1.597 -1.763 -1.964 0.05
C -0.739 -1.403 -0.967 -0.26
C -0.091 -0.162 -1.033 -0.11
H 1.309 -0.512 3.635 0.13
H -3.159 1.160 -1.836 0.12
H -0.981 -2.863 2.565 0.14
H 0.340 -4.967 2.660 0.14
H 1.888 3.094 -1.077 0.13
H 3.304 0.035 1.541 0.11
H 0.310 2.620 -2.932 0.14
H -3.781 2.285 0.271 0.10
H 3.123 -2.388 3.369 0.13
H 0.259 -2.786 3.606 0.13
H -2.526 6.043 -1.344 0.11
H -2.560 -1.157 -3.806 0.14
H -1.914 4.906 -3.479 0.13
H 1.292 0.701 2.575 0.12
H 2.890 -2.587 0.495 0.16
H 0.017 -4.247 1.084 0.12
H 2.621 -4.269 2.638 0.13
H 2.332 -4.670 0.960 0.14
H 4.360 -2.101 2.156 0.15
H 2.151 1.485 0.740 0.11
H -2.068 -2.739 -1.941 0.14
H 3.590 0.025 3.281 0.15

(4)
56
Properties=species:S:1:pos:R:3:lowdin_charge:R:1 method="wB97M-V/def2-TZVPD" homo_energy_ev="1.2 / 1.3" e_lumo_ev="3.65 / 3.65" total_charge=-2 gap_ha="0.089 / 0.085"
I 1.034 -2.791 -0.700 0.03
Al 0.019 0.417 -0.058 0.17
O -0.450 2.157 0.399 -0.03
O 1.757 5.740 5.049 -0.14
O 2.475 4.230 3.625 -0.17
O 1.486 1.549 -1.679 -0.03
O -3.061 6.741 5.150 -0.15
O -2.517 1.664 1.235 0.02
O -4.423 5.574 3.890 -0.15
N -2.165 0.397 -2.123 -0.08
N -2.673 -0.819 -0.425 -0.10
N 1.559 4.925 4.126 -0.48
N 2.722 0.247 1.314 -0.08
N -3.277 5.850 4.302 -0.48
N 1.084 0.016 2.687 -0.10
C -3.405 -0.141 -2.375 -0.04
C 3.595 0.210 0.163 -0.02
C 3.246 0.342 2.581 -0.03
C 0.018 3.831 2.566 0.00
C 0.225 4.756 3.612 -0.17
C -2.375 4.112 2.803 0.00
C -0.857 5.430 4.195 0.04
C 1.483 -0.667 -2.770 -0.27
C -2.657 -1.468 0.858 -0.04
C 1.357 0.132 1.344 -0.10
C 1.137 0.364 -1.717 -0.50
C -1.488 2.350 1.207 -0.50
C 2.219 0.193 3.444 -0.03
C -2.156 5.116 3.770 -0.17
C -1.500 1.286 -3.049 0.00
C -0.191 -0.264 3.299 0.00
C -1.281 3.487 2.181 -0.17
C -3.728 -0.900 -1.303 -0.04
C -1.669 -0.037 -0.924 -0.09
H 4.616 0.266 0.561 0.09
H 3.431 1.066 -0.499 0.09
H -3.958 0.073 -3.271 0.12
H -3.388 3.835 2.527 0.09
H 3.478 -0.731 -0.391 0.06
H -0.776 0.749 -3.678 0.09
H 1.648 -0.125 -3.713 0.07
H 2.408 -1.168 -2.479 0.01
H -0.050 -1.019 4.085 0.10
H -0.989 2.102 -2.523 0.10
H 4.295 0.501 2.756 0.12
H 0.868 3.365 2.071 0.10
H -0.900 -0.649 2.555 0.06
H -0.610 0.644 3.763 0.12
H -3.554 -2.094 0.938 0.10
H -0.690 6.177 4.964 0.10
H -1.756 -2.091 0.956 0.06
H -2.272 1.709 -3.706 0.09
H 2.213 0.185 4.519 0.13
H 0.647 -1.361 -2.886 -0.02
H -2.688 -0.718 1.663 0.08
H -4.613 -1.471 -1.090 0.12

(5)
54
Properties=species:S:1:pos:R:3:lowdin_charge:R:1 method="wB97M-V/def2-TZVPD" homo_energy_ev=-10.5 e_lumo_ev=-4.21 total_charge=+1 gap_ha=0.232
O 2.018 11.229 5.478 0.08
O 2.846 9.992 7.030 0.07
O 0.358 4.042 2.359 0.06
O -0.445 5.296 0.810 0.09
O 0.907 -2.142 -0.184 0.09
O 0.090 -3.011 -1.974 0.06
O -0.942 -4.327 -6.176 0.18
O -1.775 -5.495 -4.233 0.19
N -0.161 4.210 1.271 -0.33
N -2.035 -7.826 -6.215 0.19
N 0.415 -3.061 -0.798 -0.33
N 2.307 10.150 5.953 -0.36
C 2.279 7.704 5.695 -0.01
C -0.989 0.797 -1.058 -0.07
C -0.830 -6.907 -6.113 -0.01
C -1.282 2.060 -1.554 -0.06
C 0.191 -4.328 -0.083 -0.14
C 1.109 7.962 3.183 -0.06
C 1.402 6.701 3.688 -0.06
C -0.165 1.770 0.979 0.01
C -1.020 3.186 -0.790 0.00
C -0.224 -6.721 1.192 -0.06
C 1.984 6.577 4.944 -0.06
C 1.396 9.098 3.924 0.00
C 0.512 -4.430 1.256 0.01
C -0.544 -6.594 -0.155 -0.06
C -0.461 3.018 0.463 -0.14
C 1.981 8.947 5.168 -0.15
C 0.299 -5.643 1.894 -0.05
C -0.435 0.651 0.207 -0.06
C -0.334 -5.386 -0.797 -0.01
B -1.206 -5.472 -5.462 -0.61
H -0.954 -7.433 -0.700 0.11
H 0.544 -5.746 2.942 0.12
H 0.270 1.673 1.963 0.12
H 1.172 10.082 3.542 0.12
H -1.756 -8.733 -6.592 0.17
H 1.174 5.818 3.102 0.07
H 0.653 8.058 2.207 0.11
H 2.210 5.596 5.341 0.11
H -2.726 -7.411 -6.840 0.17
H -0.383 -7.665 1.696 0.11
H 2.732 7.619 6.671 0.12
H -2.472 -7.969 -5.301 0.17
H -0.209 -0.331 0.591 0.08
H -0.576 -5.269 -1.839 0.09
H -0.067 -7.415 -5.524 0.13
H -0.456 -6.773 -7.126 0.13
H 0.920 -3.584 1.791 0.13
H -1.661 -4.094 -6.775 0.13
H -1.188 -0.080 -1.661 0.10
H -1.714 2.172 -2.539 0.11
H -1.513 -4.739 -3.685 0.12
H -1.243 4.175 -1.163 0.12

Repeat the fourth record exactly.
56
Properties=species:S:1:pos:R:3:lowdin_charge:R:1 method="wB97M-V/def2-TZVPD" homo_energy_ev="1.2 / 1.3" e_lumo_ev="3.65 / 3.65" total_charge=-2 gap_ha="0.089 / 0.085"
I 1.034 -2.791 -0.700 0.03
Al 0.019 0.417 -0.058 0.17
O -0.450 2.157 0.399 -0.03
O 1.757 5.740 5.049 -0.14
O 2.475 4.230 3.625 -0.17
O 1.486 1.549 -1.679 -0.03
O -3.061 6.741 5.150 -0.15
O -2.517 1.664 1.235 0.02
O -4.423 5.574 3.890 -0.15
N -2.165 0.397 -2.123 -0.08
N -2.673 -0.819 -0.425 -0.10
N 1.559 4.925 4.126 -0.48
N 2.722 0.247 1.314 -0.08
N -3.277 5.850 4.302 -0.48
N 1.084 0.016 2.687 -0.10
C -3.405 -0.141 -2.375 -0.04
C 3.595 0.210 0.163 -0.02
C 3.246 0.342 2.581 -0.03
C 0.018 3.831 2.566 0.00
C 0.225 4.756 3.612 -0.17
C -2.375 4.112 2.803 0.00
C -0.857 5.430 4.195 0.04
C 1.483 -0.667 -2.770 -0.27
C -2.657 -1.468 0.858 -0.04
C 1.357 0.132 1.344 -0.10
C 1.137 0.364 -1.717 -0.50
C -1.488 2.350 1.207 -0.50
C 2.219 0.193 3.444 -0.03
C -2.156 5.116 3.770 -0.17
C -1.500 1.286 -3.049 0.00
C -0.191 -0.264 3.299 0.00
C -1.281 3.487 2.181 -0.17
C -3.728 -0.900 -1.303 -0.04
C -1.669 -0.037 -0.924 -0.09
H 4.616 0.266 0.561 0.09
H 3.431 1.066 -0.499 0.09
H -3.958 0.073 -3.271 0.12
H -3.388 3.835 2.527 0.09
H 3.478 -0.731 -0.391 0.06
H -0.776 0.749 -3.678 0.09
H 1.648 -0.125 -3.713 0.07
H 2.408 -1.168 -2.479 0.01
H -0.050 -1.019 4.085 0.10
H -0.989 2.102 -2.523 0.10
H 4.295 0.501 2.756 0.12
H 0.868 3.365 2.071 0.10
H -0.900 -0.649 2.555 0.06
H -0.610 0.644 3.763 0.12
H -3.554 -2.094 0.938 0.10
H -0.690 6.177 4.964 0.10
H -1.756 -2.091 0.956 0.06
H -2.272 1.709 -3.706 0.09
H 2.213 0.185 4.519 0.13
H 0.647 -1.361 -2.886 -0.02
H -2.688 -0.718 1.663 0.08
H -4.613 -1.471 -1.090 0.12

What did the fifth record say?
54
Properties=species:S:1:pos:R:3:lowdin_charge:R:1 method="wB97M-V/def2-TZVPD" homo_energy_ev=-10.5 e_lumo_ev=-4.21 total_charge=+1 gap_ha=0.232
O 2.018 11.229 5.478 0.08
O 2.846 9.992 7.030 0.07
O 0.358 4.042 2.359 0.06
O -0.445 5.296 0.810 0.09
O 0.907 -2.142 -0.184 0.09
O 0.090 -3.011 -1.974 0.06
O -0.942 -4.327 -6.176 0.18
O -1.775 -5.495 -4.233 0.19
N -0.161 4.210 1.271 -0.33
N -2.035 -7.826 -6.215 0.19
N 0.415 -3.061 -0.798 -0.33
N 2.307 10.150 5.953 -0.36
C 2.279 7.704 5.695 -0.01
C -0.989 0.797 -1.058 -0.07
C -0.830 -6.907 -6.113 -0.01
C -1.282 2.060 -1.554 -0.06
C 0.191 -4.328 -0.083 -0.14
C 1.109 7.962 3.183 -0.06
C 1.402 6.701 3.688 -0.06
C -0.165 1.770 0.979 0.01
C -1.020 3.186 -0.790 0.00
C -0.224 -6.721 1.192 -0.06
C 1.984 6.577 4.944 -0.06
C 1.396 9.098 3.924 0.00
C 0.512 -4.430 1.256 0.01
C -0.544 -6.594 -0.155 -0.06
C -0.461 3.018 0.463 -0.14
C 1.981 8.947 5.168 -0.15
C 0.299 -5.643 1.894 -0.05
C -0.435 0.651 0.207 -0.06
C -0.334 -5.386 -0.797 -0.01
B -1.206 -5.472 -5.462 -0.61
H -0.954 -7.433 -0.700 0.11
H 0.544 -5.746 2.942 0.12
H 0.270 1.673 1.963 0.12
H 1.172 10.082 3.542 0.12
H -1.756 -8.733 -6.592 0.17
H 1.174 5.818 3.102 0.07
H 0.653 8.058 2.207 0.11
H 2.210 5.596 5.341 0.11
H -2.726 -7.411 -6.840 0.17
H -0.383 -7.665 1.696 0.11
H 2.732 7.619 6.671 0.12
H -2.472 -7.969 -5.301 0.17
H -0.209 -0.331 0.591 0.08
H -0.576 -5.269 -1.839 0.09
H -0.067 -7.415 -5.524 0.13
H -0.456 -6.773 -7.126 0.13
H 0.920 -3.584 1.791 0.13
H -1.661 -4.094 -6.775 0.13
H -1.188 -0.080 -1.661 0.10
H -1.714 2.172 -2.539 0.11
H -1.513 -4.739 -3.685 0.12
H -1.243 4.175 -1.163 0.12